This record from the OMol25 dataset describes 3 unconnected molecules or ions with the total composition C44H81Cl2N7O8P2S2 in a non-equilibrium geometry. The level of theory is wB97M-V/def2-TZVPD.

Computed properties:
Lowest unoccupied orbital energy = -0.868 eV
SMILES string = CCCCN(CCCCC1=CC(=O)c2c(cc(COCOCCO)c(COCC)c2/C(Cl)=C(/C)Cl)C1=O)C(=S)SCCC.CN(C)P(=O)(N(C)C)N(C)C.CN(C)P(=O)(N(C)C)N(C)C
DFT total energy = -139041.419 eV
HOMO = -7.9 eV

Positions of all 146 atoms, in Å:
C1 6.03 -1.49 2.28
C2 6.91 -0.24 2.33
C3 6.19 0.96 1.66
C4 6.97 1.58 0.48
N1 6.14 1.64 -0.75
C5 6.82 1.02 -1.90
C6 7.01 -0.49 -1.72
C7 6.58 -1.31 -2.97
C8 5.91 -2.64 -2.58
C9 4.41 -2.75 -2.50
C10 3.87 -3.97 -2.51
C11 2.42 -4.23 -2.42
O1 1.95 -5.19 -2.98
C12 1.67 -3.22 -1.63
C13 2.18 -1.92 -1.61
C14 1.51 -0.94 -0.90
C15 0.37 -1.26 -0.16
C16 -0.33 -0.17 0.64
O2 0.07 1.14 0.28
C17 -0.65 1.66 -0.82
O3 -1.56 2.61 -0.37
C18 -1.04 3.93 -0.27
C19 -0.32 4.18 1.04
O4 -1.24 4.19 2.11
C20 -0.14 -2.57 -0.13
C21 -1.35 -2.94 0.68
O5 -1.40 -2.46 2.02
C22 -0.23 -2.64 2.79
C23 0.30 -4.06 2.86
C24 0.51 -3.55 -0.90
C25 -0.02 -4.94 -1.00
Cl1 0.61 -6.17 0.02
C26 -0.96 -5.26 -1.89
C27 -1.52 -6.61 -2.12
Cl2 -1.60 -4.00 -2.90
C28 3.45 -1.62 -2.37
O6 3.61 -0.52 -2.84
C29 5.69 2.93 -1.01
S1 4.76 3.72 0.06
S2 6.20 3.79 -2.51
C30 5.14 3.20 -3.86
C31 3.73 2.80 -3.45
C32 2.75 3.99 -3.48
H1 6.01 -1.85 1.25
H2 6.38 -2.27 2.94
H3 5.01 -1.21 2.52
H4 7.85 -0.45 1.83
H5 7.10 -0.01 3.37
H6 5.96 1.70 2.41
H7 5.23 0.61 1.30
H8 7.25 2.58 0.78
H9 7.87 1.01 0.30
H10 6.23 1.19 -2.79
H11 7.82 1.44 -2.02
H12 6.47 -0.90 -0.87
H13 8.06 -0.68 -1.57
H14 6.01 -0.71 -3.66
H15 7.48 -1.60 -3.49
H16 6.25 -3.38 -3.30
H17 6.31 -2.95 -1.62
H18 4.49 -4.85 -2.61
H19 1.90 0.07 -0.90
H20 -1.41 -0.24 0.52
H21 -0.10 -0.28 1.69
H22 0.05 2.10 -1.53
H23 -1.21 0.89 -1.35
H24 -1.89 4.60 -0.28
H25 -0.41 4.20 -1.13
H26 0.15 5.16 0.96
H27 0.47 3.45 1.20
H28 -1.64 3.32 2.15
H29 -2.22 -2.50 0.18
H30 -1.53 -4.02 0.69
H31 0.58 -1.97 2.51
H32 -0.51 -2.34 3.80
H33 0.90 -4.14 3.76
H34 1.00 -4.24 2.05
H35 -0.48 -4.81 2.85
H36 -0.73 -7.34 -2.18
H37 -2.27 -6.87 -1.37
H38 -2.01 -6.62 -3.09
H39 5.07 3.98 -4.60
H40 5.61 2.35 -4.35
H41 3.69 2.31 -2.48
H42 3.38 2.07 -4.17
H43 2.41 4.21 -2.48
H44 1.87 3.70 -4.05
H45 3.18 4.87 -3.95
O7 -2.75 1.53 -4.62
P1 -4.21 1.40 -4.97
N2 -4.96 2.00 -3.55
C33 -6.19 1.54 -2.96
C34 -4.61 3.37 -3.18
N3 -4.29 -0.33 -5.14
C35 -4.87 -1.15 -4.09
C36 -3.05 -0.94 -5.60
N4 -5.53 1.61 -6.01
C37 -5.94 2.99 -6.29
C38 -6.35 0.60 -6.66
H46 -7.07 1.63 -3.62
H47 -6.41 2.11 -2.06
H48 -6.12 0.50 -2.63
H49 -5.20 4.11 -3.73
H50 -3.56 3.56 -3.37
H51 -4.77 3.53 -2.11
H52 -4.38 -1.01 -3.12
H53 -4.79 -2.21 -4.36
H54 -5.94 -0.97 -3.98
H55 -2.32 -1.06 -4.78
H56 -2.58 -0.35 -6.38
H57 -3.25 -1.93 -6.02
H58 -6.76 3.30 -5.63
H59 -6.28 3.10 -7.32
H60 -5.11 3.68 -6.16
H61 -7.14 0.25 -5.99
H62 -5.77 -0.25 -7.00
H63 -6.83 1.01 -7.55
O8 -1.35 -1.26 6.40
P2 -2.23 -0.12 6.83
N5 -3.77 -0.88 6.90
C39 -5.04 -0.28 6.56
C40 -3.88 -2.01 7.81
N6 -2.01 0.92 5.44
C41 -3.03 1.03 4.42
C42 -0.70 0.78 4.81
N7 -2.60 1.21 7.82
C43 -2.87 0.92 9.23
C44 -2.71 2.61 7.46
H64 -5.29 0.60 7.17
H65 -5.84 -1.01 6.71
H66 -5.09 -0.01 5.51
H67 -4.05 -1.70 8.85
H68 -2.96 -2.61 7.79
H69 -4.69 -2.68 7.52
H70 -3.29 0.05 3.97
H71 -2.69 1.69 3.62
H72 -3.94 1.50 4.81
H73 -0.66 -0.10 4.16
H74 0.09 0.68 5.55
H75 -0.48 1.66 4.21
H76 -3.95 0.82 9.42
H77 -2.49 1.71 9.88
H78 -2.39 0.00 9.54
H79 -3.71 2.83 7.07
H80 -1.97 2.92 6.74
H81 -2.55 3.24 8.34